Record 1
83
Properties=species:S:1:pos:R:3:forces:R:3 method="wB97M-V/def2-TZVPD" spin_multiplicity=5 de_lowest_kcal_mol=5.5 homo_energy_ev="-15.57 / -15.57" total_charge=+3 energy_ha=-3600.8897 gap_ev="6.10 / 7.28" e_lumo_ev="-9.47 / -8.29"
Pm 0.099481 -0.049103 -1.292129 -0.019 -0.261 0.255
O -2.042966 0.025888 -0.909633 -0.174 -0.204 0.449
S -3.173837 -0.160231 0.183787 0.000 -0.072 -0.451
C -2.805835 1.102681 1.416285 0.119 -0.311 0.208
C -2.471521 2.533124 1.051107 -0.068 0.165 -1.492
C -1.764556 3.285800 2.162624 1.122 0.640 -0.459
C -0.445380 2.657183 2.594916 -0.813 -0.847 -0.681
S 0.879414 2.455708 1.374343 0.016 -0.960 0.003
O 0.356575 1.458262 0.232253 0.325 1.007 0.619
C 1.114042 4.053867 0.722545 -0.294 -0.478 0.162
C 2.347561 4.567409 1.084121 0.707 0.013 -0.002
C 2.682469 5.834945 0.680529 -1.037 0.412 -0.207
C 1.758349 6.597882 -0.028025 0.600 0.545 -0.814
C 0.550797 6.067798 -0.437124 -0.438 -1.955 0.679
C 0.195049 4.771363 -0.021695 0.283 0.804 -0.321
C -4.655591 0.303881 -0.608205 -0.033 -0.185 -0.083
C -4.636967 1.393988 -1.474317 0.340 0.185 -0.101
C -5.830664 1.771166 -2.068383 0.263 0.896 -0.558
C -6.988614 1.064694 -1.835886 -0.876 -1.043 0.504
C -6.971601 -0.062902 -0.988073 0.366 0.046 -0.328
C -5.797303 -0.485145 -0.363392 -0.042 1.105 -0.201
H -1.928739 0.585805 1.848677 -0.458 0.354 0.423
H -3.681369 1.083309 2.068569 0.168 -0.405 0.305
H -3.355667 3.116648 0.718569 0.389 -0.533 0.214
H -1.777018 2.452960 0.188317 -0.451 0.392 0.321
H -2.338572 3.424513 3.060797 -0.561 -0.162 0.388
H -1.520332 4.313101 1.832980 -0.372 -0.415 0.010
H -0.592593 1.658842 3.021152 0.241 0.062 -0.020
H 0.008521 3.266635 3.344596 0.617 0.436 0.579
H 3.082580 4.002891 1.643027 -0.148 -0.239 0.011
H 3.637347 6.237183 0.890975 0.781 0.341 0.308
H 2.059417 7.585976 -0.379017 -0.172 -0.190 0.199
H -0.160338 6.494718 -1.099325 -0.188 1.074 -0.299
H -0.768920 4.365122 -0.297035 0.091 -0.066 -0.093
H -3.676768 1.901713 -1.704650 -0.880 -0.283 0.244
H -5.887627 2.642040 -2.730998 0.231 -0.379 0.242
H -7.932771 1.357129 -2.325448 0.630 -0.165 0.343
H -7.845775 -0.674866 -0.847116 -0.327 0.133 0.010
H -5.816980 -1.320655 0.336961 0.205 0.140 -0.309
C -0.257706 1.162252 -5.491215 -1.283 1.220 1.999
C 0.722887 0.327068 -4.759024 0.185 -0.327 0.116
C 1.961447 -0.099433 -5.432485 0.542 -1.106 -1.284
O 0.557594 0.015676 -3.554944 -0.234 0.453 -0.183
H 0.206802 2.111145 -5.774208 0.241 -0.088 -0.101
H -1.152860 1.447769 -4.837024 1.229 -0.608 -0.863
H -0.606032 0.718296 -6.393289 -0.143 -0.575 -0.772
H 2.480234 -0.958234 -4.991144 -0.093 0.613 0.591
H 2.613158 0.765022 -5.567995 0.175 0.118 0.331
H 1.849902 -0.449349 -6.477798 -0.651 0.472 0.322
F 1.610395 -8.162947 -1.861982 -0.176 1.067 0.218
C 1.641973 -6.880014 -1.443410 -0.603 -0.885 1.249
C 2.309397 -5.942452 -2.171129 0.473 -0.069 -1.306
C 2.428984 -4.638945 -1.707472 -0.910 -1.732 0.776
C 1.868243 -4.297026 -0.483768 0.458 0.388 -0.604
C 1.161409 -5.256111 0.223379 -0.985 0.413 0.880
C 1.005291 -6.529744 -0.230792 1.056 -0.823 -1.806
Sb 2.048524 -2.282726 0.023808 -2.127 -0.023 -1.130
C 0.521009 -2.080806 1.518021 0.086 -0.061 -1.327
C 0.877307 -1.366723 2.644983 0.177 0.483 0.990
C -0.043359 -1.200401 3.657864 -0.927 0.376 1.083
C -1.345842 -1.704995 3.488602 1.686 -0.002 -0.656
F -2.234329 -1.568526 4.433457 -0.714 0.254 0.872
C -1.708735 -2.372262 2.331821 -1.147 -0.232 0.640
C -0.787020 -2.570888 1.337621 0.979 0.825 0.137
C 3.584060 -1.998248 1.253363 0.889 -0.132 0.083
C 4.305729 -3.119389 1.656253 0.257 1.515 0.484
C 5.366750 -2.973645 2.539989 -0.020 -0.470 -0.616
C 5.703245 -1.704458 2.907302 -0.547 0.487 -0.243
F 6.771732 -1.415979 3.620065 0.352 -0.354 0.400
C 4.949509 -0.611822 2.497964 1.592 1.236 1.058
C 3.893854 -0.693927 1.651801 0.386 -0.917 0.212
H 2.698420 -6.235406 -3.152731 0.054 0.142 0.469
H 2.947225 -3.994156 -2.334618 0.868 1.443 -0.813
H 0.591131 -5.036465 1.119202 0.357 0.355 0.169
H 0.435281 -7.262743 0.282097 -0.368 -0.483 0.482
H 1.870684 -0.921852 2.849430 -0.628 -0.632 -0.507
H 0.244204 -0.691043 4.601813 -0.376 -0.424 -0.701
H -2.725823 -2.769897 2.282628 0.311 0.116 -0.108
H -1.092011 -3.060292 0.432566 0.044 -0.437 -0.317
H 4.111308 -4.075850 1.249616 -0.393 -0.872 -0.248
H 5.942711 -3.836788 2.778975 0.468 -0.342 0.434
H 5.377982 0.315376 2.873532 -0.438 0.182 -0.196
H 3.392042 0.219620 1.362197 -0.244 -0.162 -0.276

=====

Record 2
129
Properties=species:S:1:pos:R:3:forces:R:3 method="wB97M-V/def2-TZVPD" spin_multiplicity=1 homo_energy_ev=-5.80 total_charge=-1 energy_ha=-7080.2360 gap_ev=7.54 e_lumo_ev=1.74
C 5.668191 -1.570905 -0.000134 0.005 -0.378 -0.316
C 6.036189 -0.627443 -1.134832 0.482 -0.017 0.232
C 5.516737 0.789843 -0.952918 -0.490 -0.168 -0.339
O 4.122651 0.813971 -0.823672 -0.039 0.083 0.336
In 3.500017 1.688457 0.941064 0.316 0.146 0.028
C 4.653679 0.728030 2.557462 -0.512 0.318 0.011
C 4.361417 1.163324 3.985178 0.652 -0.559 0.143
S 2.685070 0.768438 4.589030 -0.074 0.249 -0.018
C 2.549322 -0.828685 3.918769 0.045 -0.776 0.212
N 3.017814 -1.973511 4.346561 -0.447 0.873 -0.518
N 2.638207 -2.931261 3.414947 -0.945 1.101 -1.146
C 1.951015 -2.272283 2.498529 0.852 -0.958 1.224
O 1.841318 -0.964569 2.755050 0.336 -0.470 0.236
C 3.711577 3.855000 0.740384 -0.179 -0.113 0.169
C 5.126698 4.355587 1.068219 -0.193 1.395 0.063
C 5.357955 4.426448 2.556061 -0.087 0.305 -0.151
F 4.250601 4.567080 3.354864 0.501 -1.368 -0.127
C 6.565978 4.340631 3.122311 0.446 0.124 0.625
F 7.604733 5.104829 2.722275 -0.091 -1.470 -0.616
F 6.953474 3.561852 4.147528 -0.552 1.245 0.215
O 1.376211 1.288610 1.025355 -0.099 -0.231 -0.828
C 0.853999 0.772045 -0.005304 1.985 1.972 3.985
N 0.353783 0.300583 -0.904115 -1.853 -1.819 -3.204
H 6.275590 -1.400002 0.886897 -0.098 0.167 0.161
H 5.850645 -2.601491 -0.308636 0.042 -0.094 0.047
H 4.609960 -1.502173 0.240307 -0.065 0.135 0.104
H 7.129206 -0.572486 -1.186604 0.083 -0.012 -0.148
H 5.702680 -1.030922 -2.090754 -0.220 0.057 -0.039
H 6.043220 1.243199 -0.094541 0.080 0.036 0.073
H 5.802719 1.364206 -1.843915 0.156 0.160 0.009
H 4.541879 -0.351289 2.492934 0.096 -0.150 -0.099
H 5.706185 0.940659 2.361414 0.081 0.015 -0.070
H 4.520198 2.224669 4.156816 -0.316 0.145 -0.041
H 5.037661 0.644198 4.667311 0.026 0.023 0.109
H 1.493810 -2.679760 1.612669 -0.002 0.087 -0.045
H 2.995111 4.357215 1.386799 -0.064 0.046 0.052
H 3.463182 4.179398 -0.267964 0.049 -0.189 -0.171
H 5.254399 5.350444 0.631823 -0.026 0.026 -0.035
H 5.902579 3.734657 0.626232 0.047 -0.097 0.030
C 5.563025 10.528296 0.776635 -0.411 0.287 0.500
C 5.861589 11.215984 -0.559646 0.322 -0.092 -0.018
C 5.068060 10.770231 -1.789658 -0.039 0.059 -0.036
F 5.308106 9.476584 -2.074249 -0.040 0.072 -0.036
F 5.462534 11.522040 -2.844038 -0.031 -0.055 -0.018
F 7.182623 11.165195 -0.825381 -0.042 0.039 0.000
F 5.528263 12.531711 -0.384149 -0.101 0.037 0.012
O 6.431855 9.504612 1.189937 0.433 0.117 -0.348
C 6.244204 8.204466 0.819685 -0.182 -0.027 0.281
C 7.422657 7.691386 -0.017031 0.091 -0.005 0.026
F 7.572211 8.453857 -1.120043 0.022 -0.074 0.008
F 7.177399 6.424254 -0.399829 0.031 -0.031 -0.060
F 5.067334 8.028224 0.194887 0.018 -0.094 -0.098
F 6.216970 7.470834 1.952146 -0.047 -0.055 -0.034
H 5.708409 11.312071 1.518118 0.019 0.024 0.004
H 4.516768 10.227194 0.843583 0.009 -0.060 -0.196
H 3.996817 10.920209 -1.630663 0.001 -0.037 -0.010
H 8.338038 7.727244 0.576766 -0.005 -0.010 0.005
C -2.720747 -3.161571 2.863787 0.257 0.762 -0.173
C -2.834856 -3.895417 4.204688 -0.366 -0.112 -0.062
C -1.797093 -4.969778 4.542066 0.103 0.056 0.094
F -1.853722 -5.993533 3.665597 -0.033 0.022 -0.006
F -2.079074 -5.454524 5.774258 0.028 -0.027 -0.040
F -4.079234 -4.403878 4.348838 0.039 -0.003 -0.008
F -2.671967 -2.939172 5.166126 0.084 0.047 0.003
O -3.558284 -3.580097 1.804762 -0.192 -0.485 0.331
C -3.186464 -4.579557 0.963467 0.237 0.096 -0.147
C -4.142891 -5.773046 1.021844 -0.268 -0.143 0.031
F -4.212563 -6.282380 2.265590 0.115 0.011 -0.014
F -3.675805 -6.742611 0.191917 -0.017 -0.025 -0.014
F -1.915006 -4.972215 1.155504 0.003 -0.039 0.040
F -3.266591 -4.105269 -0.303510 0.030 0.053 -0.139
H -3.069519 -2.151388 3.069202 -0.014 0.009 0.085
H -1.683278 -3.059993 2.545315 0.048 -0.219 0.054
H -0.789801 -4.544921 4.549010 0.009 -0.031 -0.028
H -5.140858 -5.471454 0.703176 0.022 0.027 -0.040
C -0.023651 4.778815 -3.949570 -0.222 0.649 0.300
C 0.895954 4.729747 -5.175005 0.202 -0.317 0.103
C 0.251315 4.492406 -6.542218 0.003 0.064 -0.069
F -0.351614 3.290944 -6.601263 0.038 0.072 -0.055
F 1.222909 4.528509 -7.488078 -0.064 -0.023 -0.010
F 1.895309 3.851886 -4.982421 -0.009 0.055 -0.021
F 1.456272 5.979157 -5.272668 -0.074 0.085 -0.028
O -0.120737 3.633990 -3.153360 0.438 -0.281 -0.199
C -1.021760 2.640389 -3.416301 -0.193 0.036 0.112
C -0.326604 1.316112 -3.721370 0.219 -0.109 -0.099
F 0.473080 1.472684 -4.809861 -0.097 -0.060 0.048
F -1.278416 0.400482 -4.034514 0.021 0.001 0.011
F -1.885904 2.999729 -4.396903 0.025 -0.020 -0.061
F -1.748782 2.458507 -2.302964 -0.264 0.004 0.152
H 0.446649 5.513493 -3.297192 0.034 0.017 -0.006
H -1.004858 5.178899 -4.213122 0.019 -0.094 -0.177
H -0.477083 5.278426 -6.760817 -0.016 -0.027 -0.003
H 0.252580 0.983931 -2.854432 -0.115 -0.045 -0.106
C -6.493319 -0.322086 1.564832 -0.112 -0.252 0.765
C -6.567327 1.086707 0.965172 0.179 -0.060 -0.162
C -7.818098 1.474377 0.171159 -0.103 0.085 0.077
F -7.961534 0.706149 -0.926506 0.031 0.012 0.008
F -7.688769 2.761118 -0.225880 -0.033 -0.043 -0.018
F -5.474342 1.337171 0.236347 0.198 0.066 -0.127
F -6.562804 1.941384 2.035778 -0.095 -0.020 0.067
O -5.743177 -1.305771 0.883106 0.075 0.480 -0.370
C -6.298951 -2.058477 -0.102614 -0.194 -0.262 0.268
C -5.581968 -1.860819 -1.441960 0.069 -0.168 0.006
F -5.648246 -0.570229 -1.804857 -0.085 0.043 -0.070
F -6.220190 -2.612194 -2.372258 0.066 0.034 -0.025
F -7.627244 -1.859739 -0.215674 0.036 0.102 -0.087
F -6.148393 -3.364698 0.249463 0.007 -0.064 -0.090
H -5.947900 -0.185078 2.496835 0.033 0.033 0.001
H -7.482989 -0.688146 1.839718 -0.080 0.063 -0.173
H -8.710889 1.388343 0.797074 -0.005 -0.025 -0.032
H -4.539213 -2.171261 -1.361218 -0.001 -0.002 -0.026
C -5.655552 -9.179226 -0.873345 0.323 0.636 -0.038
C -5.782947 -10.073927 0.363528 -0.349 -0.067 -0.044
C -4.792396 -11.229050 0.517853 0.066 0.013 0.085
F -4.919677 -12.112104 -0.495264 0.018 0.023 0.055
F -5.062351 -11.871362 1.677013 0.025 -0.040 -0.044
F -7.047172 -10.538164 0.471391 0.043 -0.010 0.008
F -5.552743 -9.264486 1.436633 0.101 0.049 0.025
O -6.535668 -9.425426 -1.947965 -0.324 -0.277 0.303
C -6.259574 -10.321714 -2.927960 0.067 0.035 -0.201
C -7.290849 -11.455574 -2.960476 -0.044 -0.030 -0.016
F -7.311467 -12.109551 -1.783187 0.013 -0.046 -0.068
F -6.942082 -12.327985 -3.933040 -0.046 -0.044 0.002
F -5.006844 -10.802472 -2.856282 0.029 -0.018 0.025
F -6.379184 -9.680090 -4.114191 0.080 0.044 -0.104
H -5.946082 -8.191253 -0.523551 -0.019 0.013 0.029
H -4.620300 -9.091244 -1.203153 0.025 -0.209 0.022
H -3.766975 -10.852252 0.551681 0.003 -0.024 -0.028
H -8.282213 -11.049157 -3.168245 -0.001 -0.008 -0.009

=====

Record 3
81
Properties=species:S:1:pos:R:3:forces:R:3 method="wB97M-V/def2-TZVPD" spin_multiplicity=1 de_lowest_kcal_mol=0.0 homo_energy_ev=-1.79 total_charge=-2 energy_ha=-2331.6956 gap_ev=6.04 e_lumo_ev=4.25
Mg 0.339115 0.265081 -0.319110 -0.001 0.067 0.097
O 2.549494 0.744683 5.971828 -0.018 -0.033 -0.036
C 2.082949 -0.295080 5.213635 0.188 0.078 -0.073
O 2.403796 -1.413555 5.481450 -0.092 -0.005 0.058
C 1.148695 0.133352 4.139278 -0.098 -0.018 0.032
C -0.144986 0.573090 4.341029 -0.029 -0.052 -0.024
N -0.652597 0.841830 3.122276 -0.080 0.034 0.015
N 0.228889 0.620331 2.158926 0.020 -0.017 -0.036
C 1.328090 0.187215 2.736320 0.093 0.033 0.026
C 2.514891 -0.057282 1.825705 0.025 -0.012 -0.016
O 3.604264 -0.270121 2.359731 -0.036 0.018 0.005
O 2.219236 0.029896 0.597666 0.055 -0.041 -0.005
H 2.283382 1.561933 5.532147 0.010 -0.017 0.011
H -0.728461 0.680787 5.240792 -0.003 0.000 -0.006
H -1.572176 1.163373 2.848105 0.008 -0.003 -0.004
C -4.070247 -5.145628 2.332424 -0.011 -0.005 -0.007
C -4.345760 -4.326128 1.243857 -0.007 -0.013 0.008
C -3.449928 -3.344444 0.850221 0.024 0.006 0.001
C -2.239549 -3.153453 1.529162 -0.006 0.018 -0.005
C -1.991441 -3.973553 2.635953 0.003 -0.001 0.006
C -2.884802 -4.957803 3.030545 0.000 0.001 0.001
C -1.249273 -2.107620 1.175536 0.008 -0.007 -0.001
C -0.984251 -1.534581 -0.010510 -0.009 0.001 -0.035
C -1.642792 -1.991619 -1.239398 -0.015 -0.041 0.006
C -1.419683 -3.276331 -1.758134 -0.002 0.007 0.008
C -2.010546 -3.690638 -2.940543 -0.012 0.006 -0.012
C -2.847971 -2.837128 -3.650027 0.004 -0.008 -0.008
C -3.057678 -1.550957 -3.165119 -0.010 -0.002 -0.009
C -2.452961 -1.128057 -1.992369 -0.005 0.009 0.011
H -4.773112 -5.912727 2.636749 0.001 0.004 -0.003
H -5.273270 -4.448941 0.695522 0.000 -0.001 0.002
H -3.687348 -2.709616 0.007503 -0.003 -0.005 0.000
H -1.069149 -3.827969 3.188478 0.000 0.000 -0.001
H -2.654954 -5.579959 3.888560 0.002 -0.001 0.000
H -0.657421 -1.803407 2.041522 -0.014 -0.006 -0.007
H -0.773125 -3.950583 -1.208064 0.000 0.008 0.005
H -1.818486 -4.692077 -3.311874 0.000 0.003 0.000
H -3.308983 -3.159625 -4.576698 0.003 0.000 0.008
H -3.684804 -0.860205 -3.718907 0.004 -0.002 0.002
H -2.589683 -0.109280 -1.646368 0.004 -0.007 0.003
C 3.739590 1.633939 -2.020949 0.004 -0.003 0.004
Si 2.149337 1.561529 -3.037150 0.003 0.020 -0.002
C 2.754243 1.314168 -4.837528 0.002 0.010 -0.004
C 1.410512 3.305349 -3.045264 0.011 -0.024 -0.013
C 0.979711 0.318201 -2.426511 -0.005 0.015 0.017
H 4.417558 2.410044 -2.393089 -0.001 -0.010 0.002
H 4.262689 0.673956 -2.057325 0.002 0.012 -0.002
H 3.521050 1.824910 -0.968015 -0.004 -0.002 -0.020
H 3.471782 2.085447 -5.141573 -0.006 -0.008 0.002
H 1.909433 1.342432 -5.533339 0.004 0.000 0.009
H 3.237222 0.338152 -4.947916 -0.005 0.008 0.007
H 2.071754 4.011779 -3.559166 -0.012 -0.002 0.006
H 1.239316 3.675358 -2.031749 0.004 -0.012 -0.001
H 0.443361 3.310917 -3.557400 0.008 0.010 -0.004
H 1.411873 -0.690582 -2.508396 -0.004 -0.004 -0.009
H 0.050436 0.327399 -3.013150 0.004 -0.004 -0.008
C -5.531438 3.885994 2.597008 -0.003 -0.002 0.005
C -5.787378 2.635363 2.048558 -0.003 0.015 0.015
C -4.777913 1.934933 1.408791 0.015 -0.004 -0.023
C -3.481231 2.453344 1.278804 -0.011 -0.011 -0.007
C -3.238951 3.708163 1.856297 0.018 0.013 -0.010
C -4.248649 4.409888 2.498677 -0.004 0.001 0.008
C -2.454511 1.621074 0.603204 -0.014 -0.026 0.039
C -1.265062 1.957022 0.068533 -0.018 -0.046 -0.014
C -0.827579 3.344981 -0.024397 0.012 0.007 -0.052
C -1.435480 4.244946 -0.915060 -0.004 -0.002 -0.007
C -0.979813 5.544888 -1.050650 -0.009 0.021 0.025
C 0.097381 6.002014 -0.299652 0.000 -0.004 0.000
C 0.725582 5.118302 0.571344 0.021 0.027 -0.008
C 0.284934 3.811157 0.696072 -0.008 -0.009 0.026
H -6.315665 4.438417 3.101326 0.001 0.000 -0.005
H -6.778696 2.201968 2.122133 0.001 0.000 0.001
H -4.983013 0.955828 0.988196 0.007 0.006 0.007
H -2.248170 4.138651 1.800400 -0.020 -0.014 -0.001
H -4.025621 5.379091 2.931093 -0.004 -0.002 0.001
H -2.746530 0.566759 0.576371 0.019 0.028 0.005
H -2.275495 3.897212 -1.505582 0.003 0.001 0.003
H -1.470598 6.212291 -1.751293 0.003 -0.006 -0.004
H 0.456840 7.018071 -0.410437 0.003 -0.004 0.000
H 1.586841 5.444723 1.144323 -0.004 0.002 0.001
H 0.806687 3.122015 1.351462 -0.007 0.008 -0.007